The following is a quantum chemistry calculation of a structure of composition C34H32ClN5O6PtS in a non-equilibrium geometry, from OMol25.

XYZ file:
```
80
Properties=species:S:1:pos:R:3:mulliken_charge:R:1
Pt 1.3412 -0.6084 -0.4342 2.25
Cl -4.6852 -4.3062 -2.2527 -0.18
C -3.2924 -3.5886 -1.5751 0.13
C -3.1060 -3.5924 -0.1802 -0.66
C -1.9830 -3.0255 0.3645 -0.47
C -1.0017 -2.4351 -0.4544 0.68
O 0.0480 -1.9374 0.1514 -0.62
C -1.1959 -2.4343 -1.8495 0.19
C -0.1948 -1.9425 -2.7366 0.14
N 0.9307 -1.4337 -2.3691 0.19
C 1.9596 -1.1055 -3.2838 -0.58
C 1.8152 -0.7003 -4.5762 -0.41
C 2.9686 -0.4655 -5.3632 -1.13
C 4.2168 -0.6708 -4.8485 -0.91
C 4.3784 -1.1056 -3.5073 1.09
C 5.6331 -1.3852 -2.9155 -0.62
C 5.6833 -1.8202 -1.6241 -1.06
C 4.4837 -1.9158 -0.8915 -0.40
N 3.3008 -1.6427 -1.3968 -0.27
C 3.2371 -1.2849 -2.7168 1.14
C -2.3493 -3.0143 -2.3937 -1.21
H -3.8573 -4.0486 0.4502 0.45
H -1.8128 -3.0118 1.4325 0.52
H -0.3796 -2.0764 -3.8006 0.55
H 0.8319 -0.5405 -5.0014 0.55
H 2.8493 -0.1323 -6.3848 0.45
H 5.0968 -0.5061 -5.4572 0.48
H 6.5382 -1.2680 -3.4992 0.50
H 6.6180 -2.0895 -1.1526 0.47
H 4.5057 -2.2423 0.1424 0.68
H -2.5009 -3.0282 -3.4658 0.47
C 0.5496 1.7597 3.2355 -1.04
C 1.3588 0.8873 2.3379 0.65
O 0.7829 0.2988 1.3889 -0.81
N 2.6662 0.7733 2.5708 0.08
C 3.5242 0.0356 1.6642 -2.07
C 3.7458 0.8339 0.3975 1.17
C 4.8502 1.6428 0.2272 -0.89
C 4.9618 2.4334 -0.9070 -0.54
C 3.9444 2.4147 -1.8432 -1.28
C 2.8576 1.5967 -1.6233 0.16
N 2.7654 0.8193 -0.5316 0.44
H -0.3018 2.1390 2.6781 0.05
H 1.1398 2.5952 3.6089 0.50
H 0.1938 1.1738 4.0857 0.33
H 3.0755 1.3662 3.2764 0.34
H 3.0272 -0.9064 1.4363 0.23
H 4.4629 -0.1927 2.1614 0.71
H 5.6231 1.6466 0.9849 0.58
H 5.8265 3.0689 -1.0462 0.48
H 3.9800 3.0255 -2.7339 0.55
H 2.0157 1.5682 -2.3005 0.41
C -4.5865 -0.9846 5.6733 -1.44
C -4.6191 -0.0580 4.4862 0.69
C -3.4772 0.6396 4.0961 -0.67
C -3.4915 1.4718 2.9889 -0.48
C -4.6576 1.5841 2.2406 -0.02
C -5.8151 0.9217 2.6249 -0.68
C -5.7868 0.1112 3.7489 -0.65
S -4.6951 2.5600 0.7816 1.41
O -3.7839 3.6558 0.9788 -0.66
O -6.0542 2.7837 0.3938 -0.73
N -4.1214 1.5280 -0.3577 -0.29
C -2.7212 1.1326 -0.3487 -0.42
C -1.7372 2.2137 -0.8340 -0.89
C -0.3247 1.8248 -0.5322 0.52
O -0.0433 0.6038 -1.0965 -0.35
O 0.4683 2.4732 0.0896 -0.53
H -3.9131 -0.6160 6.4463 0.37
H -4.2340 -1.9747 5.3760 0.28
H -5.5768 -1.1083 6.1079 0.39
H -2.5701 0.5363 4.6833 0.37
H -2.6264 2.0639 2.7190 0.87
H -6.7227 1.0583 2.0527 0.49
H -6.6916 -0.3949 4.0627 0.40
H -4.4944 1.7906 -1.2635 0.33
H -2.6349 0.2556 -0.9906 0.14
H -2.4687 0.8161 0.6651 0.26
H -1.9162 3.1723 -0.3522 0.49
H -1.8316 2.3188 -1.9186 0.34
```

Results
- Net charge: +2
- HOMO energy: -13.12 eV
- Orbital gap: 5.187 eV
- Energy relative to the best compared isomer or geometry (same formula, charge and spin): 2.886 eV

The following is a quantum chemistry calculation of a structure of composition C34H32CoN3O6P2S2, from OMol25.

XYZ file:
```
80
Properties=species:S:1:pos:R:3:lowdin_spin:R:1
Co 1.5577 -0.4822 0.5505 0.94
C 6.0106 -2.0571 -1.5324 0.00
O 4.6332 -1.8129 -1.8460 0.00
C 3.7469 -1.6881 -0.8802 0.00
O 2.6169 -1.2919 -1.1308 0.01
N 4.1106 -2.0109 0.3879 0.00
N 3.0921 -1.9360 1.3400 0.01
H 6.5416 -1.9619 -2.4725 0.00
H 6.1495 -3.0689 -1.1459 0.00
H 6.3798 -1.3098 -0.8305 0.00
H 4.9570 -2.5166 0.5888 0.00
H 3.4279 -1.5337 2.2076 0.00
H 2.6413 -2.8340 1.4822 0.00
O 0.0656 0.7822 0.1866 0.00
P -1.4332 0.8610 0.1836 0.00
C -2.0985 -0.6839 0.8818 0.00
P -1.1380 -2.1334 0.3492 0.00
O 0.3130 -2.0082 0.7625 -0.01
C -1.8928 -3.5471 1.1447 0.00
C -1.9874 -3.5518 2.5381 0.00
C -2.5300 -4.6443 3.1909 0.00
C -2.9781 -5.7368 2.4578 0.00
C -2.8778 -5.7406 1.0753 0.00
C -2.3340 -4.6478 0.4148 0.00
C -1.3672 -2.2433 -1.4192 0.00
C -2.6479 -2.2556 -1.9770 0.00
C -2.8002 -2.2631 -3.3514 0.00
C -1.6777 -2.2548 -4.1732 0.00
C -0.4066 -2.2462 -3.6219 0.00
C -0.2465 -2.2410 -2.2426 0.00
C -2.0178 2.1917 1.2292 0.00
C -2.9711 3.1202 0.8190 0.00
C -3.3622 4.1329 1.6834 0.00
C -2.8002 4.2231 2.9475 0.00
C -1.8380 3.3067 3.3541 0.00
C -1.4452 2.2919 2.4993 0.00
C -2.0915 1.0514 -1.4648 0.00
C -1.1824 1.3013 -2.4894 0.00
C -1.6500 1.4757 -3.7854 0.00
C -3.0090 1.4082 -4.0513 0.00
C -3.9163 1.1599 -3.0264 0.00
C -3.4589 0.9771 -1.7334 0.00
H -3.1516 -0.8209 0.6267 0.00
H -2.0246 -0.6152 1.9709 0.00
H -1.6244 -2.7097 3.1161 0.00
H -2.6028 -4.6472 4.2700 0.00
H -3.4039 -6.5895 2.9698 0.00
H -3.2206 -6.5951 0.5076 0.00
H -2.2502 -4.6571 -0.6640 0.00
H -3.5273 -2.2579 -1.3420 0.00
H -3.7916 -2.2695 -3.7845 0.00
H -1.8003 -2.2533 -5.2484 0.00
H 0.4665 -2.2340 -4.2605 0.00
H 0.7446 -2.2180 -1.8150 0.00
H -3.3958 3.0712 -0.1739 0.00
H -4.0996 4.8567 1.3635 0.00
H -3.1055 5.0166 3.6170 0.00
H -1.3881 3.3875 4.3347 0.00
H -0.6689 1.5993 2.8037 0.00
H -0.1224 1.3648 -2.2697 0.00
H -0.9475 1.6706 -4.5847 0.00
H -3.3680 1.5516 -5.0621 0.00
H -4.9761 1.1094 -3.2380 0.00
H -4.1696 0.7827 -0.9371 0.00
O 4.5982 1.6116 -1.1198 0.00
S 3.3227 2.0604 -0.6444 0.00
O 2.2759 2.3034 -1.5910 0.00
N 2.7813 1.0186 0.5358 -0.01
C 2.6618 1.5869 1.7246 0.00
S 1.9668 0.7024 2.9727 0.04
C 3.1196 2.9931 1.7491 0.00
C 3.1794 3.8647 2.8210 0.00
C 3.6447 5.1528 2.5890 0.00
C 4.0391 5.5543 1.3158 0.00
C 3.9803 4.6784 0.2367 0.00
C 3.5114 3.4074 0.4867 0.00
H 2.8726 3.5386 3.8061 0.00
H 3.7046 5.8562 3.4085 0.00
H 4.3976 6.5633 1.1630 0.00
H 4.2868 4.9837 -0.7545 0.00
```

Results
- Net charge: +1
- HOMO energy (spin up / spin down): -10.63 / -10.85 eV
- Orbital gap (spin up / spin down): 8.314 / 8.558 eV
- 2S+1: 2

The following is a quantum chemistry calculation of a structure of composition C34H32N8O7Sc, from OMol25.

XYZ file:
```
82
Properties=species:S:1:pos:R:3:mulliken_charge:R:1
Sc -0.2768 -0.5017 -0.5311 -1.36
O -0.0726 2.8148 2.4188 -0.79
C 0.1526 3.8665 1.5861 0.18
C 0.5255 5.0754 2.1662 -0.48
C 0.7957 6.1722 1.3717 -0.33
C 0.6953 6.0853 -0.0162 -0.81
C 0.3197 4.8916 -0.5937 -0.63
C 0.0453 3.7628 0.1887 0.23
C -0.3229 2.4911 -0.4539 0.56
O -0.6052 1.4697 0.3034 -0.26
N -0.3470 2.4142 -1.7674 -1.33
N -0.6609 1.1268 -2.1046 1.37
C -1.0830 0.8892 -3.2817 -0.62
C -1.6088 -0.4565 -3.5249 0.52
C -2.0531 -0.8702 -4.7664 -0.96
C -2.6443 -2.1227 -4.8789 -0.53
C -2.7796 -2.9029 -3.7469 -1.01
C -2.2930 -2.4182 -2.5400 -0.41
N -1.7092 -1.2270 -2.4247 0.97
H -0.4631 2.1101 1.8531 0.27
H 0.5850 5.1281 3.2466 0.48
H 1.0812 7.1081 1.8361 0.42
H 0.9027 6.9480 -0.6352 0.44
H 0.2308 4.8019 -1.6676 0.48
H -1.1509 1.6752 -4.0280 0.43
H -1.9474 -0.2201 -5.6249 0.54
H -3.0004 -2.4752 -5.8381 0.44
H -3.2420 -3.8790 -3.7796 0.47
H -2.3562 -3.0108 -1.6360 0.71
C 2.5631 -3.4866 -1.3610 -1.84
C 1.2652 -2.9731 -1.9582 2.09
C 1.1068 -3.3592 -3.4139 -1.68
O 1.2088 -1.5274 -1.8200 0.97
C 0.0822 -3.4659 -1.1119 -0.29
O -0.2976 -4.6119 -1.2268 -0.67
O -0.4178 -2.5651 -0.3283 -0.21
H 3.4217 -3.0983 -1.9165 0.46
H 2.5837 -4.5742 -1.4146 0.46
H 2.6516 -3.1872 -0.3150 0.25
H 1.9761 -3.0343 -3.9918 0.46
H 0.2091 -2.9073 -3.8401 0.19
H 1.0177 -4.4415 -3.4904 0.39
H 1.9805 -1.0934 -2.2065 -0.48
O -4.8493 -0.9741 5.1964 -0.57
N -3.9289 -1.7613 5.2691 0.95
O -3.8153 -2.6331 6.0983 -0.56
C -2.8445 -1.6260 4.2757 0.00
C -1.6088 -1.9417 4.6955 -0.86
C -0.4868 -1.7665 3.8295 1.07
C 0.8247 -2.0763 4.2252 -0.93
C 1.8521 -1.8801 3.3412 -1.56
C 1.5625 -1.3394 2.0861 -0.03
N 0.3407 -1.0179 1.6989 1.09
C -0.6875 -1.2663 2.5402 -0.72
C -2.0327 -1.0259 2.0710 0.42
N -2.1818 -0.6845 0.7733 1.01
C -3.3917 -0.4458 0.3102 -0.26
C -4.5355 -0.5548 1.1008 -1.46
C -4.4101 -0.9273 2.4121 -0.68
C -3.1261 -1.1739 2.9384 0.60
H -1.4654 -2.3165 5.6999 0.56
H 1.0053 -2.4734 5.2167 0.47
H 2.8745 -2.1200 3.5966 0.50
H 2.3574 -1.1507 1.3744 0.66
H -3.4653 -0.1697 -0.7341 0.62
H -5.5058 -0.3543 0.6693 0.48
H -5.2812 -1.0248 3.0398 0.59
C 3.7017 3.0620 1.8234 -1.27
C 3.2372 2.2553 0.6608 0.68
C 3.6593 2.2050 -0.6485 -1.58
C 2.8362 1.2609 -1.2817 0.57
N 1.9522 0.7535 -0.4222 1.15
N 2.2290 1.3713 0.7534 0.08
C 2.8813 0.9203 -2.7378 -1.61
H 4.4138 3.8136 1.4909 0.39
H 4.1926 2.4326 2.5671 0.28
H 2.8644 3.5713 2.3022 0.22
H 4.4596 2.7747 -1.0916 0.50
H 1.5692 1.3092 1.5158 0.08
H 3.5899 1.5805 -3.2335 0.45
H 1.9053 1.0635 -3.2043 0.22
H 3.2398 -0.0908 -2.9539 0.32
```

Results
- Net charge: +1
- HOMO energy: -10.69 eV
- Orbital gap: 7.199 eV